1.
Computed, not measured: a molecular structure, C36H50AgCl5N3O4PS2Si at a distorted geometry, with the ωB97M-V functional and the def2-TZVPD basis.

Summary:
* HOMO: -0.245 Ha
* DFT total energy: -5742.281945 Eh
* charge: 0

Last column: Löwdin charge in e.
CARTESIAN COORDINATES (ANGSTROEM)
P 2.279 -1.745 0.686  0.7895
S 1.431 -0.656 2.784  0.3795
H 3.765 -1.936 -1.393  0.0913
C 0.331 3.717 4.276  -0.0309
H -3.144 1.012 2.795  0.0638
H -1.883 3.065 5.725  0.0880
C 0.231 -2.448 -2.441  -0.2526
H 1.387 3.572 4.044  0.0798
H 0.905 -3.774 0.710  0.0363
N 3.992 -3.879 -0.609  -0.0846
H 2.009 3.149 -1.693  0.0915
H -2.106 -2.607 0.755  0.0436
C -2.669 0.955 -5.443  -0.0857
Ag 0.033 -0.914 -0.780  0.6818
Cl 1.213 -0.327 -3.777  0.6740
C -0.397 2.373 4.311  -0.6286
C -2.023 -1.569 3.276  -0.0381
O -1.825 0.067 -2.019  -0.5783
C -1.847 2.595 4.741  -0.0330
C -2.895 -1.878 0.950  -0.0302
C 0.647 -4.741 -3.241  -0.7295
Cl -0.947 -4.456 -1.091  0.6656
H -5.759 4.583 -2.010  0.1046
C 1.220 2.394 0.179  -0.6282
H -2.354 3.239 4.020  0.0841
C -2.107 1.538 -6.570  -0.0742
C -4.505 4.120 -0.329  -0.0757
C 2.481 2.524 1.031  -0.0241
H -3.155 3.420 1.190  0.1061
H -0.218 0.499 5.389  0.0735
H -1.160 -2.210 3.102  0.0639
H 0.873 4.531 0.090  0.0926
H -2.374 1.640 4.790  0.0749
C 1.549 -2.892 -4.478  -0.7249
H -1.753 -0.840 4.043  0.0700
H 5.715 -2.704 -0.252  0.1383
C -1.244 2.614 -6.428  -0.0751
H -0.275 3.957 -5.061  0.1077
H -3.125 -1.367 0.014  0.0739
Cl 2.210 -5.370 -5.361  0.6604
C 1.601 2.222 -1.286  -0.0480
H 4.618 -1.005 0.907  0.0875
C 1.420 -4.267 -4.297  -0.7281
H -1.273 2.916 -3.050  0.1111
C -3.549 3.262 0.194  -0.0664
C 0.968 -2.027 -3.553  -0.7407
H -4.006 0.487 1.342  0.0740
H 2.357 -2.975 -1.568  0.0406
H 0.712 1.941 -1.852  0.0489
H 3.910 -1.330 2.491  0.0362
C -5.013 3.911 -1.607  -0.0772
Cl 2.453 -2.295 -5.821  0.6585
C -2.429 -0.860 1.986  -0.6306
C -4.564 2.841 -2.364  -0.0820
H 4.337 -4.287 -1.480  0.1776
H 1.319 1.257 5.009  0.0552
C 4.001 -1.707 1.475  -0.3461
H 3.538 -3.613 3.142  0.1382
H -3.330 0.100 -5.530  0.1069
C -0.948 3.116 -5.166  -0.0667
H -4.858 4.958 0.258  0.1037
H -2.334 1.146 -7.553  0.1060
H -4.319 -0.316 2.892  0.0923
N 2.758 -4.441 1.399  -0.1465
C 5.155 -3.478 0.272  -0.1374
C -1.508 2.540 -4.039  -0.0734
H -0.537 3.534 -0.327  0.0740
O -1.326 -0.166 1.399  -0.1976
H 4.532 -4.890 2.404  0.1316
H -2.852 -2.175 3.643  0.0904
C 1.714 -3.413 1.345  -0.3407
H -3.786 -2.401 1.301  0.0928
H 2.345 1.431 -1.392  0.0699
H 5.784 -4.362 0.408  0.1375
S -3.010 0.561 -2.761  1.0148
H 3.034 1.583 1.013  0.0734
H 0.255 4.202 5.250  0.0874
H -2.343 1.504 -0.177  0.0905
H -0.037 3.682 1.363  0.0611
H -0.793 3.062 -7.304  0.1050
O 0.496 1.212 0.547  -0.2254
C -2.367 1.461 -4.189  -0.3767
C -3.599 1.997 -1.832  -0.3694
C 3.172 -4.923 0.132  -0.1162
C 3.144 -2.677 -0.881  -0.2415
H 1.322 -3.272 2.349  0.0464
H -0.109 4.371 3.522  0.0807
C -3.093 2.189 -0.560  -0.0881
O -0.451 1.877 2.962  -0.1432
H 0.298 1.939 6.291  0.0904
H 3.811 -5.803 0.249  0.1402
C 0.054 -3.827 -2.373  -0.7369
N 4.696 -3.000 1.526  -0.1506
C 0.295 1.457 5.311  -0.0554
Si -0.014 0.631 2.002  -0.1485
H 2.311 -5.166 -0.491  0.1306
H 3.118 3.319 0.643  0.0908
H 2.223 2.747 2.067  0.0684
C -3.549 0.145 2.272  -0.0130
C 0.323 3.622 0.337  -0.0106
Cl 0.466 -6.448 -3.011  0.6480
H -4.950 2.671 -3.362  0.1142
C 3.899 -4.022 2.199  -0.1591

Atomic forces in eV per Å
0.8 -0.8 -0.9
-0.5 0.6 0.8
0.1 -0.1 0.0
0.0 -0.1 -0.1
0.0 0.0 0.0
0.0 0.0 0.0
0.3 0.0 -0.2
0.0 0.0 0.0
0.0 0.0 0.0
0.0 0.0 0.0
0.0 0.0 0.0
0.0 0.0 0.0
0.0 0.0 0.1
0.1 -0.4 -0.2
0.1 0.4 0.0
-0.2 0.3 0.0
0.1 0.1 -0.1
-0.1 0.0 0.1
0.1 -0.1 -0.1
0.1 0.1 0.1
0.0 -0.1 0.0
-0.1 -0.1 0.2
0.0 0.0 0.0
0.2 0.2 -0.1
0.0 0.0 0.0
0.0 0.0 0.0
0.0 0.0 0.1
-0.1 -0.1 0.0
0.0 0.0 0.0
0.0 0.0 0.0
0.0 0.0 0.0
0.0 0.0 0.0
0.0 0.0 0.0
0.0 0.0 0.0
0.0 0.0 0.1
0.0 0.0 -0.1
0.0 0.0 0.0
0.0 0.0 0.0
0.0 0.0 0.0
0.0 0.0 -0.1
-0.1 -0.1 0.1
0.0 0.0 0.0
0.0 0.0 0.1
0.0 0.0 0.0
-0.1 0.1 0.0
-0.3 -0.4 0.2
0.0 0.0 0.0
0.0 -0.1 0.0
0.0 0.0 -0.1
0.1 0.0 0.0
0.0 0.0 0.0
0.1 0.0 0.0
-0.3 -0.2 0.1
-0.1 0.0 0.0
0.0 0.0 0.0
0.1 0.0 0.0
-0.3 0.2 0.1
0.0 0.0 0.0
0.0 0.0 0.0
0.0 0.0 0.1
0.0 0.0 0.0
0.0 0.0 0.0
0.0 0.0 0.0
0.0 -0.1 0.1
0.1 0.1 0.1
0.1 0.0 0.1
0.0 0.0 0.0
-0.2 0.0 -0.1
0.0 0.0 0.0
0.0 0.0 0.0
0.0 0.2 0.0
0.0 0.0 0.0
0.0 0.0 -0.1
-0.1 0.0 0.0
0.0 0.6 -0.3
0.0 0.0 0.0
0.0 0.0 0.0
0.0 0.0 0.0
0.0 0.1 0.0
0.0 0.0 0.0
-0.1 0.5 -0.3
-0.2 -0.3 0.1
0.0 -0.1 -0.1
-0.1 -0.1 0.1
-0.4 0.5 0.1
0.0 0.0 0.0
0.0 0.0 0.0
0.2 -0.1 0.0
0.0 -0.1 0.3
0.0 0.0 0.0
0.0 0.0 0.0
0.0 0.4 0.0
0.1 0.0 0.1
0.0 -0.2 -0.3
0.7 -0.5 0.4
0.0 0.0 -0.1
0.0 0.0 0.0
0.0 0.0 0.0
0.2 0.0 -0.1
0.0 -0.3 0.0
0.0 0.0 0.0
0.0 0.0 0.0
0.0 0.0 -0.1

---

2.
Computed, not measured: 3 unconnected molecules or ions with the total composition C36H50FN3O8P at a distorted geometry, with the ωB97M-V functional and the def2-TZVPD basis.

Summary:
* HOMO: -0.414 Ha
* DFT total energy: -2608.980553 Eh
* charge: +1

Last column: Löwdin charge in e.
CARTESIAN COORDINATES (ANGSTROEM)
H 0.840 -5.284 1.937  0.1098
H -0.464 -2.583 2.179  0.1187
H 1.750 3.642 -5.019  0.1219
H -2.993 4.873 5.817  0.1076
H 2.245 -6.164 0.301  0.1212
H 2.827 1.438 -0.589  0.0663
H -6.155 3.097 6.622  0.1257
H 1.289 3.056 -1.571  0.0964
H -0.701 2.077 -9.113  0.1098
H 0.192 -4.277 0.652  0.0962
H -6.110 5.195 7.732  0.0855
C -0.238 -1.587 -6.315  -0.1401
H 3.086 -4.623 0.333  0.1066
C 1.922 2.486 -2.253  -0.2413
H 1.842 -3.456 2.915  0.1126
H -2.304 1.406 5.071  0.1248
C -5.173 4.641 7.723  -0.0908
H -2.664 4.286 8.089  0.1149
H 0.208 2.812 -3.502  0.1128
C 1.164 0.364 -5.955  -0.0988
H 3.307 -3.441 -1.702  0.1336
C 0.494 -2.150 1.880  -0.2381
O -0.132 -4.587 -6.014  0.1694
H -5.182 4.130 5.624  0.1107
O 3.366 -5.508 -6.397  -0.0419
C 2.312 1.201 -1.525  -0.1155
C 2.405 -3.925 -2.056  0.0517
O 3.884 -2.597 -4.272  0.1792
H 0.377 -1.728 0.878  0.1119
H 0.814 1.172 -3.537  0.0998
H 2.818 3.066 -2.480  0.1052
H 2.994 0.576 -2.104  0.0627
H -0.102 2.485 5.331  0.1184
C -0.440 1.787 6.101  -0.1691
O -1.388 -2.212 -6.828  0.0579
H -4.337 1.855 5.752  0.1351
H -2.271 0.858 6.755  0.1466
H -4.380 5.380 7.605  0.0637
O -2.290 -0.029 -8.113  -0.0934
H 1.435 0.606 -1.257  0.0657
H 2.449 -5.215 -6.402  0.0089
H -0.001 0.823 5.841  0.1217
N -2.688 2.899 6.503  -0.2599
C 1.122 2.220 -3.561  -0.1881
C 2.116 -5.090 0.164  -0.1345
H -5.062 4.161 8.696  0.0857
C 1.102 -4.525 1.202  -0.1722
O -0.272 1.310 -8.704  -0.0799
C -4.153 2.507 6.606  -0.1234
C 1.586 -3.217 1.879  -0.1992
C 1.960 -3.629 -3.329  -0.0703
H -2.972 3.619 4.546  0.1243
H -0.352 4.348 7.253  0.1210
H -2.488 2.592 8.568  0.1447
H 2.470 -2.838 1.366  0.1090
H 2.273 1.917 -6.842  0.1362
C 0.050 2.235 7.472  -0.1739
C 4.148 0.255 -5.583  -0.3161
O 3.218 0.066 -4.683  0.0607
O -1.659 1.917 -6.612  -0.2582
C -2.172 3.348 7.850  -0.1016
H -4.243 1.903 7.509  0.1384
C -2.516 3.961 5.472  0.0342
C 0.612 -2.365 -5.549  0.0087
F -1.028 -5.644 -3.491  0.1114
H -0.145 1.449 8.208  0.1262
C 2.036 -0.454 -5.243  -0.1213
H 0.637 -1.332 3.861  0.0971
H 1.812 -0.633 2.742  0.1060
C 1.764 -1.793 -5.034  0.0241
H -0.842 0.349 3.486  0.0329
C 1.460 1.839 -6.109  -0.1176
H 2.977 2.468 -4.659  0.0986
H -1.460 4.148 5.316  0.1007
C 0.018 -0.231 -6.515  -0.0522
H 1.128 2.390 7.455  0.1243
C 0.360 -3.815 -5.232  -0.2487
H 0.294 1.109 2.335  0.0681
C 1.684 -4.799 -1.247  -0.1933
N 5.064 0.476 -6.244  0.2068
C -1.950 1.645 6.072  -0.1118
C -0.662 3.515 7.889  -0.1564
H -2.964 -0.247 -7.456  0.1033
H -0.029 -6.069 -1.145  0.1405
C -1.194 -2.696 -8.030  -0.3257
H -0.381 3.789 8.906  0.1307
H 3.719 -5.193 -7.235  0.0439
C 0.527 -5.379 -1.769  0.0618
C -0.211 0.183 2.610  -0.1038
C 0.101 -5.086 -3.046  -0.1923
C 2.687 -2.663 -4.210  -0.2542
C 1.907 2.579 -4.825  -0.1702
P -1.126 0.835 -7.455  0.4617
C -5.195 3.617 6.587  -0.2179
H -0.891 -0.054 1.789  0.0681
C 0.799 -4.202 -3.855  -0.0099
N -1.078 -3.039 -9.121  0.2087
C 0.785 -0.984 2.835  -0.2531
H 0.621 2.379 -6.527  0.0837

Atomic forces in eV per Å
0.0 0.0 0.1
0.0 -0.1 -0.1
0.1 0.0 0.0
0.0 0.0 0.0
0.0 0.0 -0.1
0.0 0.0 0.0
0.0 -0.1 0.0
0.2 0.2 0.0
0.1 0.0 -0.1
-0.1 -0.2 0.1
0.0 0.0 0.0
0.5 0.1 0.2
0.1 -0.2 0.0
-0.4 -0.5 -0.2
0.3 0.2 0.0
-0.1 0.0 0.0
0.0 0.0 -0.1
-0.1 -0.1 0.0
-0.1 -0.1 -0.3
-0.1 0.3 0.1
0.0 -0.1 0.0
0.5 0.5 0.3
-0.1 0.1 -0.1
0.0 0.0 0.0
-0.1 0.2 0.1
0.3 0.1 0.2
0.2 0.1 0.0
0.1 0.3 0.1
-0.1 -0.2 -0.1
0.0 0.0 -0.2
0.0 0.1 0.1
-0.1 0.0 -0.1
0.0 0.0 0.0
0.2 0.1 0.1
0.2 0.0 -0.3
0.0 0.0 0.0
0.0 0.0 0.0
0.0 0.0 0.0
0.5 -0.2 0.0
0.0 0.0 -0.1
-0.1 -0.2 -0.1
-0.1 0.0 -0.1
-0.1 -0.2 0.0
0.3 0.2 0.7
-0.2 0.1 0.3
0.0 0.0 0.0
0.3 0.4 -0.6
-0.1 -0.3 0.1
-0.2 0.0 -0.1
-0.7 -0.6 0.1
-0.3 0.1 -0.3
0.0 0.0 0.0
0.0 0.0 0.0
0.0 0.0 0.0
0.1 0.1 0.1
-0.1 0.1 0.0
0.0 0.0 0.0
0.3 0.1 0.7
-0.1 0.0 -0.7
0.1 -0.2 0.0
0.2 0.2 0.1
0.1 0.0 0.0
0.0 0.0 0.1
-0.1 -0.3 0.0
0.0 0.0 0.0
0.0 0.0 0.0
-0.4 -0.4 -0.3
0.3 -0.1 0.0
0.0 -0.1 -0.1
0.5 0.1 0.4
0.1 0.1 0.0
0.6 0.1 0.1
0.0 -0.1 0.0
0.0 0.0 0.0
-0.3 -0.2 -0.5
0.0 0.0 0.0
0.0 0.0 0.3
0.0 0.1 0.1
0.1 0.0 -0.3
-0.2 0.0 -0.2
0.2 0.0 0.0
0.1 -0.1 -0.1
-0.1 0.0 -0.1
-0.2 0.0 -0.2
-0.3 0.3 0.1
-0.1 0.0 0.0
0.1 0.0 0.0
0.2 -0.1 0.4
0.1 -0.2 -0.2
0.0 -0.1 -0.1
-0.1 -0.2 0.1
-0.4 0.0 -0.1
-0.6 0.7 0.5
0.0 0.2 0.1
0.0 0.0 0.0
0.0 0.2 0.0
0.1 -0.2 0.1
-0.7 0.2 0.0
-0.2 -0.2 0.0